[1]
Below is 2 unconnected molecules or ions with the total composition C2H9NO at a distorted geometry, with properties calculated with ωB97M-V with the def2-TZVPD basis set.

```
13
Properties=species:S:1:pos:R:3:forces:R:3
C -1.5686 -0.9175 -5.6012 1.707 -1.174 0.394
H -2.5668 -1.2164 -5.8521 -0.447 0.280 -0.321
H -1.1157 -1.7618 -5.0550 -0.425 0.309 0.436
H -1.4643 -0.0105 -5.0171 -0.282 0.067 -0.020
H -0.8643 -0.9112 -6.4333 -0.552 0.518 -0.489
N 0.5428 0.4526 4.4614 1.559 -0.269 0.143
C 0.8277 0.3690 3.0513 -1.721 2.224 -1.871
O 2.0826 0.7806 2.6444 0.417 0.141 1.079
H 0.7806 -0.3509 5.0377 -0.392 -0.171 0.445
H 0.4892 1.3657 4.9200 -0.071 -0.105 0.004
H 0.6408 -0.5657 2.6115 -0.032 -1.665 0.227
H 0.0358 1.0219 2.6158 0.281 -0.127 0.087
H 2.1803 1.7441 2.6165 -0.042 -0.028 -0.114
```
Forces are in eV/Å.

net charge	+1
spin multiplicity	2
HOMO (alpha / beta)	-14.14 / -14.14	eV
LUMO level (alpha / beta)	-0.152 / -0.356	Ha

Löwdin population analysis, charges in e, atoms 1 to 6: number 1, C, carries -0.052; number 2, H, carries 0.009; number 3, H, carries 0.016; number 4, H, carries 0.011; number 5, H, carries 0.016; number 6, N, carries 0.388

=====

[2]
Below is 2 unconnected molecules or ions with the total composition C25H31FNO8S2 at a distorted geometry, with properties calculated with ωB97M-V with the def2-TZVPD basis set.

```
68
Properties=species:S:1:pos:R:3:forces:R:3
C 1.9715 -4.2859 -2.0608 0.100 -0.142 0.149
C 1.9611 -2.8191 -2.4708 -0.138 0.247 -0.002
O 1.6660 -1.9661 -1.3331 0.067 -0.955 -1.251
C 1.5357 -0.6448 -1.6815 0.069 2.331 2.138
C 1.6398 0.3476 -0.6000 0.348 -1.591 0.563
C 2.1629 1.7681 -0.9775 0.505 -0.452 0.313
C 3.5918 1.6224 -1.6142 -0.671 -0.330 0.114
C 4.2902 2.9194 -2.0365 0.035 -0.187 0.217
C 3.3905 3.8680 -2.8276 -0.020 -0.117 -0.001
C 2.0535 4.0437 -2.1040 0.030 -0.145 0.056
C 1.3324 2.7033 -1.8784 -0.135 -0.573 0.020
C 1.8987 -0.0501 0.8089 0.067 1.727 -2.193
O 2.3201 0.7685 1.6225 0.117 -0.175 0.866
O 1.6760 -1.3376 1.1909 -0.092 -0.897 0.555
C 2.1701 -1.6793 2.5025 -0.123 0.998 -0.436
C 2.1332 -3.1642 2.7337 0.243 -0.421 -0.054
O 1.3861 -0.2715 -2.8315 0.040 -0.681 -1.284
H 2.0283 -4.8977 -2.9744 0.044 0.153 0.200
H 2.8628 -4.5199 -1.4546 -0.438 0.052 -0.043
H 1.0598 -4.6004 -1.5262 0.332 0.292 -0.097
H 2.9761 -2.5566 -2.8391 -0.597 0.003 -0.014
H 1.2309 -2.6724 -3.2954 0.436 0.178 0.590
H 2.2599 2.2707 -0.0015 0.114 -0.061 -0.307
H 4.2085 1.0515 -0.9041 -0.031 0.222 -0.170
H 3.4474 0.9838 -2.4966 0.101 0.101 0.062
H 4.6491 3.4304 -1.1364 -0.054 0.120 0.015
H 5.1824 2.6615 -2.6158 0.039 0.076 -0.033
H 3.8962 4.8310 -2.9748 -0.083 -0.011 0.146
H 3.2185 3.4858 -3.8409 -0.082 -0.184 0.096
H 2.2575 4.4923 -1.1257 -0.024 0.051 0.074
H 1.4339 4.7616 -2.6490 -0.149 -0.071 -0.050
H 1.1472 2.1820 -2.8243 0.062 0.157 -0.056
H 0.3509 2.8458 -1.4136 0.075 0.143 0.027
H 3.2040 -1.3281 2.5591 -0.113 0.094 0.233
H 1.5927 -1.1463 3.2693 0.067 -0.013 -0.195
H 2.1536 -3.3612 3.8068 0.070 0.048 0.107
H 1.2411 -3.6528 2.3504 0.101 0.151 -0.291
H 3.0207 -3.6381 2.3108 -0.159 -0.119 -0.168
C -3.1292 4.7275 -0.4711 0.089 -0.580 -0.047
C -4.2502 4.1766 0.1559 0.151 0.040 -0.173
C -4.5259 2.8164 0.0481 0.078 0.460 0.203
C -3.6619 2.0045 -0.6756 0.225 -0.016 -0.044
S -4.1178 0.2831 -0.7485 0.875 1.606 -1.154
N -2.9149 -0.4286 0.4362 0.732 -1.001 -1.472
F -1.5697 -0.5998 -0.3532 -3.500 0.328 1.770
S -3.5309 -2.1131 0.7736 1.138 -1.202 0.368
C -2.7534 -2.5645 2.3125 0.293 -0.016 0.007
C -1.5464 -3.2593 2.3539 -0.112 0.111 0.141
C -1.0569 -3.6762 3.5961 -0.134 -0.041 0.053
C -1.7445 -3.3924 4.7791 -0.213 0.126 -0.546
C -2.9913 -2.7665 4.6952 0.162 -0.068 -0.101
C -3.5066 -2.3647 3.4621 0.070 0.042 0.558
O -4.9152 -2.0482 1.1548 0.379 0.609 -1.028
O -3.0318 -2.9656 -0.2708 -0.532 0.660 0.541
O -5.4390 0.3046 -0.1967 0.403 -1.194 0.233
O -3.8243 -0.2464 -2.0481 -0.206 -0.082 0.766
C -2.5726 2.5298 -1.3659 -0.090 0.167 0.184
C -2.3058 3.9000 -1.2476 -0.179 -0.011 -0.015
H -2.8810 5.7839 -0.3421 -0.149 -0.346 -0.140
H -4.9279 4.8050 0.7233 0.094 -0.014 -0.008
H -5.4106 2.3953 0.5127 0.238 0.077 -0.019
H -1.0362 -3.4790 1.4204 0.098 0.076 0.179
H -0.1428 -4.2567 3.6549 -0.121 0.201 -0.075
H -1.3094 -3.6676 5.7442 -0.271 0.005 -0.359
H -3.5812 -2.6199 5.5914 0.026 0.102 -0.021
H -4.4988 -1.9254 3.3962 0.308 -0.015 0.024
H -1.9671 1.8712 -1.9803 0.128 0.137 0.120
H -1.4576 4.3309 -1.7773 -0.131 -0.182 0.158
```
Forces are in eV/Å.

net charge	-1
HOMO	-3.16	eV
LUMO level	0.071	Ha

Löwdin population analysis, charges in e, atoms 1 to 6: number 1, C, carries -0.093; number 2, C, carries -0.239; number 3, O, carries -0.039; number 4, C, carries -0.505; number 5, C, carries -0.053; number 6, C, carries -0.263

=====

[3]
Below is 2 unconnected molecules or ions with the total composition C3H6FN3 at a distorted geometry, with properties calculated with ωB97M-V with the def2-TZVPD basis set.

```
13
Properties=species:S:1:pos:R:3:forces:R:3
C -2.0716 -1.2903 -1.2993 -0.528 -0.173 -0.192
C -3.1673 -1.1399 -0.8698 -0.317 0.414 0.868
C 1.4013 1.6050 0.8898 -0.678 3.421 -1.038
N 0.8418 0.1916 -1.0067 -0.344 1.904 -1.912
N 1.1545 0.5355 0.2081 -0.258 -0.955 -1.643
N 1.4143 -0.6490 0.8805 0.259 -1.855 1.710
F -4.1978 -0.8456 -0.1836 -0.624 0.002 0.088
H -1.2985 -1.5470 -1.9249 1.463 -0.234 -0.722
H 1.2623 2.7312 0.6402 0.165 -2.690 -0.321
H 1.7462 1.3793 1.8302 0.686 -0.055 2.053
H 0.8500 1.0132 -1.7099 -0.028 -1.178 2.104
H 0.7529 -1.3900 0.6577 0.047 0.539 -1.033
H 1.3121 -0.5943 1.8877 0.158 0.860 0.039
```
Forces are in eV/Å.

net charge	0
HOMO (alpha / beta)	-8.03 / -8.03	eV
LUMO level (alpha / beta)	0.027 / 0.027	Ha

Löwdin population analysis, charges in e, atoms 1 to 6: number 1, C, carries 0.088; number 2, C, carries -0.246; number 3, C, carries -0.005; number 4, N, carries 0.024; number 5, N, carries -0.439; number 6, N, carries 0.061

=====

[4]
Below is C6H6O2S2 in the gas phase at a distorted geometry, with properties calculated with ωB97M-V with the def2-TZVPD basis set.

```
16
Properties=species:S:1:pos:R:3:forces:R:3
C 0.0278 -0.4937 -2.1415 -3.629 0.260 -0.945
C -0.4691 0.1121 -1.0594 1.023 1.657 -0.600
C 1.2272 -1.1537 -2.2306 3.581 -3.128 -0.823
C 1.4786 -1.6516 1.2695 -2.742 0.329 1.660
C 0.4383 0.4543 0.0526 0.376 -1.847 1.229
C 0.3257 -0.5780 1.2472 -0.259 -1.689 0.123
O 2.5674 -1.1156 0.6165 2.487 1.616 -1.266
O 2.8066 -3.1928 -0.6804 -0.314 -0.345 -0.645
S 2.0724 -1.8631 -3.4115 -0.900 1.049 0.996
S 1.8648 -2.1409 -0.4010 -0.059 -0.176 -0.815
H -0.6877 -0.5560 -3.0092 1.234 -0.018 0.575
H -1.3915 0.6979 -1.1968 0.144 -0.773 0.464
H 1.5362 0.3957 -0.2145 -1.368 0.514 -0.058
H 0.1867 1.4355 0.3515 -0.066 1.072 0.685
H -0.5414 -1.2793 1.3064 0.028 0.852 -0.761
H 0.2602 -0.1570 2.2412 0.464 0.626 0.179
```
Forces are in eV/Å.

net charge	0
SMILES string	O=[S@]12=C(CCC=CC1=S)O2
HOMO (alpha / beta)	-7.99 / -7.99	eV
LUMO level (alpha / beta)	-0.067 / -0.067	Ha

Löwdin population analysis, charges in e, atoms 1 to 6: number 1, C, carries -0.225; number 2, C, carries -0.063; number 3, C, carries -0.731; number 4, C, carries -0.301; number 5, C, carries -0.184; number 6, C, carries -0.187

=====

[5]
Below is 2 unconnected molecules or ions with the total composition ClNO4S at a distorted geometry, with properties calculated with ωB97M-V with the def2-TZVPD basis set.

```
7
Properties=species:S:1:pos:R:3:forces:R:3
N 2.1896 0.4305 -0.0877 0.865 3.415 -0.283
O 1.0263 0.2689 -0.1060 0.019 -1.260 0.020
O -1.9924 -0.8207 -1.1408 0.924 -0.088 0.374
O -1.7497 -1.0882 1.3079 1.120 1.164 -1.303
O 3.2499 -0.0379 -0.0275 0.253 -1.879 0.172
S -1.2613 -0.4860 0.0631 -3.244 -0.571 0.575
Cl -1.4625 1.7334 -0.0090 0.063 -0.780 0.445
```
Forces are in eV/Å.

net charge	0
HOMO (alpha / beta)	-10.28 / -10.80	eV
LUMO level (alpha / beta)	-0.133 / -0.055	Ha

Löwdin population analysis, charges in e, atoms 1 to 6: number 1, N, carries -0.181; number 2, O, carries -0.055; number 3, O, carries -0.394; number 4, O, carries -0.368; number 5, O, carries 0.184; number 6, S, carries 0.594

=====

[6]
Below is H2N4O2 in the gas phase at a distorted geometry, with properties calculated with ωB97M-V with the def2-TZVPD basis set.

```
8
Properties=species:S:1:pos:R:3:forces:R:3
N 0.3298 0.6131 -0.2368 -0.694 -1.032 0.885
N -1.8189 0.5618 -0.1149 -3.298 0.747 -0.415
N 1.6315 0.2513 -0.0223 -1.041 1.304 0.218
N -0.6827 -0.2391 -0.2498 4.828 -0.642 0.583
O -2.8004 -0.1079 -0.0325 1.019 0.707 0.078
O -0.7159 -1.4731 -0.1244 0.543 0.465 -0.278
H 1.9801 -0.6431 0.2826 -0.843 -0.687 -0.042
H 2.0765 1.0370 0.4982 -0.514 -0.861 -1.029
```
Forces are in eV/Å.

net charge	0
SMILES string	N/N=[N+](\[O-])N=O
HOMO (alpha / beta)	-9.44 / -9.45	eV
LUMO level (alpha / beta)	-0.049 / -0.049	Ha

Löwdin population analysis, charges in e, atoms 1 to 6: number 1, N, carries 0.039; number 2, N, carries 0.009; number 3, N, carries 0.065; number 4, N, carries -0.366; number 5, O, carries 0.067; number 6, O, carries -0.025

=====

So what do the calculations give for total energy? Going down the list: -211.20881 -2524.05186 -381.79386 -1178.81290 -1213.89055 -370.48227 a.u..
So what do the calculations give for relative energy (zero: lowest compared OMol25 entry of this formula, charge and spin)? Going down the list: 96.1 40.4 624.6 605.0 203.1 372.5 kJ/mol.